Entry 1:
C4H13NO2S | ωB97M-V/def2-TZVPD

Results
Total charge ... 0
SMILES ... OCNCCCS.O
HOMO-LUMO gap ... 9.5 eV
Spin multiplicity ... 1
E_LUMO ... 0.607 eV
HOMO level ... -8.93 eV
Molecular weight ... 139.2 Da
E ... -763.5254 Eh
ΔE to the lowest compared entry with this formula, charge and spin ... 2.636 eV

Geometry as XYZ:
```
21
Properties=species:S:1:pos:R:3:forces:R:3
O 1.566363 -1.763369 1.561615 -2.0 -0.4 3.5
C 0.389324 -1.797015 0.705206 -2.5 -1.7 4.3
N -0.631540 -0.740881 0.808446 4.8 -0.2 -3.6
C -0.105226 0.350016 -0.106922 -1.0 1.9 -0.6
C -1.426811 0.857946 -0.606513 -0.4 1.0 -0.4
C -1.568568 2.036253 -1.574196 -1.5 -1.4 0.0
S -2.175713 1.389215 -3.203740 0.1 0.2 -0.8
H 1.234975 -1.975534 2.532019 1.2 0.7 -2.9
H -0.233496 -2.722736 0.850752 1.1 0.3 0.4
H 0.917537 -1.944143 -0.144950 0.4 0.5 -3.5
H -0.880116 -0.442164 1.711425 0.1 0.4 1.3
H 0.492308 0.011870 -0.988422 -0.6 -0.7 0.9
H 0.485058 1.274111 0.135634 -0.1 -1.1 1.4
H -1.787635 0.066239 -1.162483 -0.8 -1.9 -1.0
H -2.139752 0.857502 0.212460 0.0 0.8 0.3
H -2.347221 2.698547 -1.223473 0.4 0.6 0.1
H -0.644126 2.500278 -1.853477 0.4 0.6 0.0
H -3.332045 0.684616 -2.990196 0.7 0.6 0.6
O 4.104023 -0.112092 1.666816 1.6 -0.7 0.8
H 3.234173 -0.556032 1.569122 1.0 -0.4 0.4
H 4.848497 -0.672637 2.100874 -2.7 1.1 -1.2
```
Positions in Å, forces in eV/Å.

These are the Löwdin partial charges, in e, on atoms 1 to 4: O -0.1130; C -0.2748; N -0.0026; C -0.2154



Entry 2:
C4H13NO2S | ωB97M-V/def2-TZVPD

Results
Total charge ... 0
SMILES ... C[C@@H](CS)NCO.O
HOMO-LUMO gap ... 9.5 eV
Spin multiplicity ... 1
E_LUMO ... 0.448 eV
HOMO level ... -9.08 eV
Molecular weight ... 139.2 Da
E ... -763.5682 Eh
ΔE to the lowest compared entry with this formula, charge and spin ... 1.471 eV

Geometry as XYZ:
```
21
Properties=species:S:1:pos:R:3:forces:R:3
C -1.021317 0.490284 -0.998461 -0.8 2.7 -0.8
C 0.466545 0.886962 -0.889008 1.6 -1.9 0.1
C 0.977370 2.342707 -0.787671 -0.2 -1.6 0.8
S 0.185473 3.165488 0.633707 -0.2 0.8 0.1
N 0.995569 0.176856 0.340122 0.9 1.2 -2.0
C 1.782239 -0.963282 0.142534 1.5 -1.4 0.1
O 1.015516 -2.153700 -0.100494 -0.2 -0.3 0.2
H -1.360378 0.026398 -1.928378 0.5 -0.3 0.2
H -1.408718 -0.012743 -0.134844 0.1 -0.7 0.3
H -1.625551 1.418249 -0.963782 0.2 -0.1 -0.1
H 1.036656 0.535551 -1.823557 -0.8 -0.2 1.5
H 0.749790 2.797006 -1.740119 -0.3 0.9 0.1
H 2.091235 2.274722 -0.670051 -1.1 0.2 0.0
H 0.040897 2.178045 1.569003 0.4 0.3 -0.8
H 0.354931 0.225229 1.111913 0.1 -0.5 0.1
H 2.484523 -1.176333 0.981492 -0.9 0.1 0.0
H 2.507573 -0.952657 -0.713212 -0.9 1.0 0.3
H 0.108158 -1.849557 -0.182194 -0.1 -0.2 -0.1
O -3.479688 -2.999976 1.901047 0.4 -0.2 0.3
H -3.296532 -3.419210 2.754653 -0.3 0.1 -0.2
H -2.604292 -2.990037 1.497299 -0.1 0.1 -0.2
```
Positions in Å, forces in eV/Å.

These are the Löwdin partial charges, in e, on atoms 1 to 4: C -0.0683; C -0.4270; C -0.5146; S 0.6947



Entry 3:
C4H13NO3 | ωB97M-V/def2-TZVPD

Results
Total charge ... 0
SMILES ... C=NC(=C)C.O.O.O
HOMO-LUMO gap ... 9.5 eV
Spin multiplicity ... 1
E_LUMO ... 0.154 eV
HOMO level ... -9.37 eV
Molecular weight ... 123.2 Da
E ... -440.5724 Eh
ΔE to the lowest compared entry with this formula, charge and spin ... 3.884 eV

Geometry as XYZ:
```
21
Properties=species:S:1:pos:R:3:forces:R:3
C -0.820786 1.564927 -2.260376 -3.0 1.2 -1.5
N -0.495915 0.401681 -1.987710 -0.6 -0.8 -0.2
C 0.759898 -0.006072 -1.530130 0.1 -0.4 0.1
C 1.772067 0.855196 -1.598726 -1.1 0.5 -1.0
C 0.518152 -1.392954 -0.961352 -0.4 0.3 1.0
H -1.923168 1.660259 -2.468535 1.0 0.3 0.0
H -0.272969 2.495165 -2.449571 0.6 -0.2 0.5
H 1.670694 1.768024 -2.218211 -0.2 -0.6 0.5
H 2.607722 0.889930 -0.995936 2.0 -0.8 0.9
H -0.191458 -1.315723 -0.081199 0.7 0.1 -1.0
H 1.403394 -1.923019 -0.631435 0.3 -0.1 -0.1
H -0.059449 -2.004178 -1.688112 0.6 0.5 0.3
O -1.377578 -0.908294 3.587164 1.2 1.7 1.2
H -0.524427 -0.618920 4.003769 -0.8 -0.8 -0.4
H -1.755604 -0.015976 3.514752 -0.5 -0.5 -0.4
O 0.220468 2.260835 0.763909 -0.6 2.3 0.6
H 0.183333 2.014597 -0.150774 0.1 -0.6 -0.8
H -0.061714 3.221281 0.710997 0.5 -1.6 0.4
O -0.219912 -2.694702 1.933581 4.3 -0.2 -4.5
H 0.568062 -2.104755 1.521399 -3.0 -2.1 1.8
H -0.532830 -2.267750 2.673095 -1.2 1.9 2.4
```
Positions in Å, forces in eV/Å.

These are the Löwdin partial charges, in e, on atoms 1 to 4: C -0.0804; N -0.0018; C -0.4019; C 0.0541